Entry 1:
Below is C24H33BrN2OPtSi as an isolated structure, with properties calculated with the ωB97M-V functional and the def2-TZVPD basis.

The geometry in ORCA input format:
```
! RIJCOSX wB97M-V def2-TZVPD def2/J DEFGRID3
* xyz -2 1
Pt 1.4477 -0.7908 1.0151
C 0.3840 -2.0566 -0.2229
Si -1.0029 -0.9067 -0.5352
C -1.5937 -0.3650 1.1820
N -0.4915 0.2284 1.9482
C -0.5928 -0.0098 3.3990
C -1.5401 0.9639 4.0908
C -1.0620 2.4166 3.9057
C 0.0370 2.4886 2.8491
C -0.3657 1.6710 1.6329
C -0.7018 0.5188 -1.7439
C -1.3007 1.7729 -1.6146
C -1.0741 2.7837 -2.5353
C -0.2387 2.5565 -3.6221
C 0.3677 1.3152 -3.7724
C 0.1349 0.3150 -2.8439
C -2.6196 -1.6980 -1.2678
C -3.3369 -2.6656 -0.5401
C -4.4525 -3.2957 -1.0628
C -4.8923 -2.9796 -2.3466
C -4.2014 -2.0278 -3.0939
C -3.0893 -1.4007 -2.5561
H 0.9427 -2.4963 -1.0490
H -0.0207 -2.8973 0.3662
H -1.8562 -1.3168 1.6479
H -2.5015 0.2542 1.2051
H 0.4113 0.0539 3.8156
H -0.8808 -1.0488 3.5362
H -1.5943 0.7039 5.1506
H -2.5514 0.8422 3.6893
H -0.7059 2.8356 4.8508
H -1.9033 3.0414 3.5827
H 0.9897 2.1078 3.2239
H 0.2076 3.5242 2.5410
H 0.3489 1.7805 0.8155
H -1.3431 2.0417 1.2883
H -1.9467 1.9703 -0.7688
H -1.5397 3.7538 -2.3990
H -0.0482 3.3477 -4.3394
H 1.0403 1.1339 -4.6043
H 0.6401 -0.6355 -2.9523
H -3.0022 -2.9566 0.4480
H -4.9744 -4.0419 -0.4731
H -5.7654 -3.4728 -2.7612
H -4.5314 -1.7739 -4.0962
H -2.5748 -0.6583 -3.1548
Br 1.1535 -2.8906 3.2334
O 4.2860 1.2147 3.7375
C 3.4163 0.8252 3.0075
N 2.5457 0.5006 2.2908
C 4.6034 -0.9838 -2.0512
C 3.5250 -0.3305 -1.1809
C 4.0040 1.0409 -0.7154
C 3.1273 -1.2588 -0.0257
H 4.8631 -0.3653 -2.9137
H 4.2762 -1.9565 -2.4160
H 5.5135 -1.1415 -1.4680
H 2.6340 -0.1641 -1.8167
H 4.9144 0.9443 -0.1192
H 3.2572 1.5146 -0.0836
H 4.2249 1.6931 -1.5661
H 3.9580 -1.2980 0.6998
H 3.0416 -2.2715 -0.4406
*
```

Results
Gap between HOMO and LUMO in eV: 4.773
Energy above the lowest of the compared OMol25 structures with the same formula, charge and spin in kJ/mol: 0.00
HOMO level in eV: -0.28

natural (NBO) atomic charge list, values in e, 2 entries:
1. Pt 0.641
2. C -1.228


Entry 2:
Below is a 2-piece molecular cluster, C3H10N2O overall at a distorted geometry, with properties calculated with the ωB97M-V functional and the def2-TZVPD basis.

The geometry in ORCA input format:
```
! RIJCOSX wB97M-V def2-TZVPD def2/J DEFGRID3
* xyz 1 2
C -1.1292 1.9316 -0.2930
O -0.9826 1.8934 1.1732
C -2.1239 0.8169 -0.8587
H -0.1220 2.0953 -0.7430
H -1.6808 2.8481 -0.3767
H -1.9460 0.6280 -1.9219
H -3.0835 1.1184 -0.8106
H -1.9395 -0.1827 -0.3234
N 2.6632 -2.3245 0.3697
C 1.7267 -1.5223 0.8913
N 0.6139 -1.2864 0.3788
H 2.3274 -2.8942 -0.3458
H 3.6585 -2.0544 0.4486
H 2.0820 -0.9557 1.7380
H -0.5194 1.0802 1.3841
H 0.4551 -1.1916 -0.7106
*
```

Results
Gap between HOMO and LUMO (alpha / beta) in eV: 8.326 / 4.392
Energy above the lowest of the compared OMol25 structures with the same formula, charge and spin in kJ/mol: 373.45
HOMO level (alpha / beta) in eV: -13.55 / -13.54

natural (NBO) atomic charge list, values in e, 2 entries:
1. C -0.092
2. O -0.699


Entry 3:
Below is C26H54F6O18P2Pb as an isolated structure at a distorted geometry, with properties calculated with the ωB97M-V functional and the def2-TZVPD basis.

The geometry in ORCA input format:
```
! RIJCOSX wB97M-V def2-TZVPD def2/J DEFGRID3
* xyz 0 1
Pb 0.0633 -0.1390 0.3060
C 0.6140 -1.8207 -2.4468
O 0.5158 -0.3917 -2.4941
O 0.6837 -2.2256 -1.1806
C -0.4425 -2.4516 -3.4217
F 0.0051 -2.5739 -4.6768
F -0.8649 -3.6863 -3.0505
F -1.5872 -1.6934 -3.4886
C 0.7443 0.2075 -3.7465
C 1.0308 1.7033 -3.6222
H 1.4390 2.1144 -4.5441
H 0.0410 2.1623 -3.5362
H 1.6722 1.8997 -2.7657
H -0.0802 0.0540 -4.4430
H 1.6896 -0.1202 -4.2024
H 1.5745 -2.0385 -2.9513
C -0.4181 2.8880 1.3030
O -0.6221 2.5024 -0.0499
O -0.2961 1.7387 2.0194
C 0.7109 3.9213 1.5349
F 1.9249 3.3348 1.4368
F 0.7311 4.8840 0.5499
F 0.6534 4.6170 2.6796
C -1.0308 3.4703 -0.9918
C -1.8702 2.7314 -2.0597
H -1.3832 1.8635 -2.4967
H -2.7761 2.4272 -1.5312
H -2.1544 3.4594 -2.8214
H -0.1405 3.7776 -1.5519
H -1.6298 4.3323 -0.6976
H -1.3724 3.3676 1.5901
C 3.9861 4.9586 -1.2187
C 3.5212 3.5303 -1.2921
O 4.1612 2.7919 -0.2548
P 3.9234 1.2381 0.0127
O 2.5139 0.8123 -0.0050
O 4.6773 1.0497 1.4158
C 3.9382 1.4373 2.5754
C 4.4962 2.6960 3.2435
O 4.8829 0.4936 -1.0266
C 4.8513 -0.8920 -1.3519
C 5.2550 -1.7475 -0.1540
H 4.8975 5.0890 -1.8030
H 3.2320 5.5871 -1.7012
H 4.0475 5.3500 -0.2061
H 2.4323 3.5509 -1.1739
H 3.6376 3.0827 -2.2820
H 2.8549 1.5213 2.4463
H 3.9288 0.6215 3.3053
H 4.1079 2.7578 4.2578
H 5.5780 2.5577 3.3448
H 4.4229 3.5896 2.6276
H 3.8979 -1.1909 -1.7893
H 5.6049 -1.0309 -2.1292
H 4.5348 -1.4412 0.6098
H 5.0994 -2.8146 -0.3107
H 6.2790 -1.5801 0.1689
C -4.2123 1.7928 1.4268
C -5.0149 1.2625 0.2622
O -4.9702 -0.1731 0.1857
P -3.7155 -0.8021 -0.5735
O -2.3651 -0.3264 -0.2075
O -4.0264 -0.5519 -2.0918
C -5.3528 -0.8042 -2.5832
C -5.3070 -1.0573 -4.0812
O -3.9486 -2.3524 -0.3899
C -2.9801 -3.2718 -0.8917
C -3.3859 -4.7483 -0.6923
H -3.1519 1.5401 1.4001
H -4.2536 2.8836 1.4963
H -4.6437 1.4603 2.3729
H -6.0702 1.5267 0.3366
H -4.6851 1.7112 -0.6798
H -5.7881 -1.7024 -2.1445
H -5.9785 0.0562 -2.3485
H -6.2423 -0.9045 -4.6181
H -4.6372 -0.3376 -4.5590
H -4.9279 -2.0623 -4.2600
H -2.8922 -3.1768 -1.9785
H -1.9600 -3.0363 -0.5757
H -2.5966 -5.3030 -1.2058
H -3.2692 -5.0889 0.3380
H -4.3615 -5.0181 -1.0846
C -0.9217 -4.4034 2.0774
O -1.8031 -3.6319 2.8494
C -1.9044 -2.3325 2.6758
O -1.2102 -1.7249 1.8984
O -2.6548 -1.8322 3.6597
C -2.5045 -0.4458 3.9313
H -1.3250 -4.6584 1.0966
H -0.7256 -5.3315 2.6091
H 0.0257 -3.8989 1.8780
H -1.4873 -0.0829 4.0664
H -2.9431 -0.2864 4.9170
H -2.9970 0.1885 3.2045
C 2.7634 -3.7134 1.5372
O 2.4512 -3.2424 2.8257
C 1.8895 -2.0517 2.9862
O 1.5960 -1.2974 2.0865
O 1.8329 -1.7792 4.2604
C 1.1340 -0.5712 4.6488
H 2.8630 -2.9788 0.7436
H 2.1530 -4.5813 1.2843
H 3.7522 -4.1887 1.5435
H 1.0610 0.2440 3.9320
H 1.3507 -0.2178 5.6546
H 0.1539 -1.0316 4.8225
*
```

Results
Gap between HOMO and LUMO in eV: 8.391
HOMO level in eV: -7.70

Löwdin atomic charge list, values in e, 2 entries:
1. Pb 1.702
2. C -0.507